# C20H62O20

A cluster of 11 separate species, C20H62O20 in total (wB97M-V/def2-TZVPD, the OMol25 dataset).

E_HOMO in eV: -9.7
SMILES string: OCCO.OCCO.OCCO.OCCO.OCCO.OCCO.OCCO.OCCO.OCCO.CO.CO
LUMO energy in eV: 0.44
Gap between HOMO and LUMO in eV: 10.2

Geometry as XYZ:
```
102
C20H62O20 | the OMol25 dataset | wB97M-V/def2-TZVPD
H -15.512 2.630 2.508
H -16.427 11.321 1.409
H -20.435 10.243 4.697
H -18.646 5.790 1.735
H -17.661 8.202 0.870
C -20.124 4.383 3.683
H -22.607 8.308 4.695
O -21.680 8.480 2.767
H -13.845 4.239 2.861
O -22.077 6.069 1.449
H -18.584 11.926 -0.777
H -20.583 3.106 2.292
H -22.805 5.257 -0.271
O -21.156 10.699 1.169
H -16.393 5.571 1.031
H -14.389 8.710 8.693
C -13.852 7.383 3.538
O -23.596 7.800 -0.374
H -19.966 13.134 0.758
H -13.812 7.832 4.551
O -20.699 12.113 5.503
H -19.304 10.430 0.646
H -18.412 13.190 4.678
H -16.316 3.382 0.322
H -20.787 11.761 -1.061
H -19.214 7.131 4.994
H -22.347 7.056 -1.805
H -14.963 7.822 1.725
C -18.666 4.066 3.838
H -14.451 2.097 1.214
O -15.165 8.713 8.186
H -21.450 5.494 1.820
H -21.045 5.586 -0.386
O -14.425 6.093 3.661
C -14.746 6.757 6.849
O -18.090 5.882 6.130
C -22.680 8.755 3.683
C -17.779 11.298 -0.293
O -18.478 10.100 0.195
H -14.965 5.981 2.838
O -24.421 8.803 2.034
H -20.239 5.505 3.717
H -18.462 7.887 6.357
C -22.285 7.232 -0.699
H -17.171 10.904 -1.125
H -17.466 7.488 4.945
H -19.304 7.499 1.706
O -15.761 6.039 7.519
H -24.176 7.284 3.348
H -16.599 8.130 2.845
H -22.577 9.838 3.777
H -18.143 10.402 4.028
H -12.818 7.356 3.123
O -20.782 13.425 0.374
H -18.302 6.953 3.059
C -18.528 11.199 4.661
H -17.788 12.694 2.476
H -18.324 11.074 5.742
H -18.016 4.605 3.159
O -15.937 8.611 3.379
C -14.747 2.980 1.756
C -18.309 7.152 5.603
C -21.366 12.440 -0.413
O -16.047 4.911 1.632
O -18.030 12.687 1.541
H -21.764 7.569 2.445
O -20.665 4.030 2.370
H -14.775 6.506 5.837
C -14.901 8.251 6.863
C -18.479 6.821 1.953
H -24.839 8.752 4.052
C -14.744 8.367 2.653
H -17.563 2.530 3.258
H -17.187 5.852 6.461
H -22.787 10.825 -0.255
H -20.389 11.931 6.409
O -13.569 3.456 2.356
H -21.555 7.997 -0.551
H -20.368 11.655 3.601
H -16.282 12.841 0.498
C -20.062 11.260 4.573
H -14.259 9.305 2.434
H -14.759 4.319 0.109
O -18.500 2.621 3.524
H -21.536 9.957 1.625
O -17.885 12.440 4.332
H -22.847 11.932 1.090
O -17.325 7.335 1.184
H -20.709 3.897 4.443
C -22.132 11.439 0.440
H -13.997 8.729 6.457
H -25.353 8.969 1.842
C -15.464 3.857 0.783
H -13.801 6.388 7.200
H -23.689 7.902 0.648
H -18.361 4.269 4.847
H -16.043 6.649 8.225
H -15.738 8.594 6.258
H -22.081 12.995 -1.022
C -24.109 8.342 3.324
C -16.997 12.036 0.794
C -21.985 5.918 -0.036
```